## i
{"formula": "C5H6", "method": "the ωB97M-V functional and the def2-TZVPD basis", "gap_ha": 0.4027, "homo_ev": -9.81, "smiles": "C#CCC=C", "species": ["C", "C", "C", "C", "C", "H", "H", "H", "H", "H", "H"], "positions_angstrom": [[-2.46733, -0.56698, -0.08203], [1.87336, -0.41256, -0.25866], [-1.50034, 0.15224, -0.14738], [-0.23587, 0.83236, 0.02900], [0.80275, -0.13448, 0.44822], [2.67315, -1.10605, 0.02312], [0.06275, 1.33217, -0.89380], [-3.44703, -1.02367, -0.09439], [0.58315, -0.63095, 1.41270], [2.01931, -0.06029, -1.28141], [-0.36390, 1.61821, 0.84463]], "nbo_charge": [-0.25, -0.39, 0.01, -0.52, -0.16, 0.20, 0.24, 0.24, 0.21, 0.19, 0.24]}

---

## ii
{"formula": "C5H6", "method": "the ωB97M-V functional and the def2-TZVPD basis", "gap_ha": 0.3603, "homo_ev": -9.96, "species": ["C", "C", "C", "C", "C", "H", "H", "H", "H", "H", "H"], "positions_angstrom": [[-0.02490, -0.21704, 1.38376], [1.49456, 1.71722, -1.15714], [0.67342, 0.78935, -0.88443], [-0.13655, -0.47479, -1.28583], [-0.53086, 0.26902, 0.01604], [-0.83587, -0.75434, 1.87815], [0.24880, 0.59248, 1.91807], [-0.80344, -0.64074, -2.22651], [0.45903, -1.39768, -0.95936], [-1.43041, 0.79942, 0.00059], [0.88622, -0.68290, 1.31665]], "nbo_charge": [-0.61, 0.19, -0.47, -0.37, -0.11, 0.22, 0.22, 0.26, 0.23, 0.22, 0.22]}

---

What should be chosen as the least stable of them? Choose ii.

---

## i
{"formula": "C22H22Cl2MoNO2S4Sb", "method": "the ωB97M-V functional and the def2-TZVPD basis", "gap_ha": [0.2453, 0.2508], "homo_ev": [-10.09, -10.74], "charge": 1, "multiplicity": 4, "species": ["Sb", "Mo", "Cl", "Cl", "S", "S", "S", "S", "O", "O", "N", "C", "C", "C", "C", "C", "C", "C", "C", "C", "C", "C", "C", "C", "C", "C", "C", "C", "C", "C", "C", "C", "C", "H", "H", "H", "H", "H", "H", "H", "H", "H", "H", "H", "H", "H", "H", "H", "H", "H", "H", "H", "H", "H", "H"], "positions_angstrom": [[1.00142, 2.57091, 1.63379], [-0.54942, 0.16708, -0.31441], [3.83664, 1.86939, 0.31639], [4.17007, 3.57975, -4.75870], [-0.51017, 2.71471, -0.20400], [-0.81867, 1.76174, 3.10802], [-2.85191, 0.38520, 0.43493], [0.11329, 0.23150, 2.06712], [-0.71880, 0.39387, -2.35280], [1.43649, 0.59098, -0.57684], [-4.26962, 2.57550, 0.34007], [-1.91615, -2.54238, 0.40739], [3.08460, -1.53747, 1.15146], [0.91188, -2.57137, 0.50835], [0.25603, -2.15972, -0.66546], [2.40322, -2.79205, 0.59716], [2.12222, 2.10350, -3.83044], [-3.67805, 1.60904, -0.40592], [3.05491, -3.19302, -0.72589], [-3.39956, -2.69452, 0.32321], [3.88352, 2.61083, -2.26502], [1.40365, 1.40801, -2.83374], [-3.92502, 1.58828, -1.78724], [-4.79698, 2.49509, -2.33380], [-1.24819, -2.83672, 1.58907], [1.98021, 1.26072, -1.53230], [0.13653, -2.86161, 1.63014], [-1.16104, -2.15399, -0.71914], [-5.41051, 3.46168, -1.51318], [3.21933, 1.91176, -1.29291], [-5.11625, 3.48262, -0.17897], [3.33169, 2.69031, -3.55174], [0.10557, 0.90988, -3.13908], [-0.20505, 1.01083, -4.18744], [-3.78385, -2.34625, -0.63269], [-5.54391, 4.19660, 0.50959], [-4.06053, 2.57060, 1.33499], [4.80839, 3.11265, -2.03411], [-6.10747, 4.17214, -1.92418], [4.15708, -1.69614, 1.22015], [3.10610, -2.34994, -1.41230], [2.56234, -3.60945, 1.31024], [-3.44245, 0.82464, -2.38124], [0.80931, -2.12779, -1.60272], [0.62767, -3.17982, 2.53794], [-1.81565, -3.10092, 2.46917], [-1.65222, -2.16187, -1.69617], [2.51908, -4.00889, -1.20508], [1.68994, 2.20178, -4.81286], [-3.66584, -3.74426, 0.43902], [2.70180, -1.28577, 2.13755], [-5.03761, 2.45946, -3.38598], [-3.88502, -2.13993, 1.12469], [2.89547, -0.70103, 0.48598], [4.07125, -3.52842, -0.53213]], "lowdin_spin": [0.04, 2.47, 0.00, 0.00, -0.01, 0.02, 0.05, 0.00, 0.05, 0.05, 0.01, 0.04, 0.00, 0.04, 0.00, 0.00, 0.01, 0.02, 0.00, 0.01, 0.01, 0.01, 0.00, 0.00, 0.04, 0.01, 0.04, 0.01, 0.01, 0.00, 0.00, 0.01, 0.03, 0.00, 0.00, 0.00, 0.00, 0.00, 0.00, 0.00, 0.00, 0.00, 0.00, 0.00, 0.00, 0.00, 0.01, 0.00, 0.00, 0.00, 0.00, 0.00, 0.00, 0.00, 0.00]}

---

## ii
{"formula": "C22H22Cl2MoNO2S4Sb", "method": "the ωB97M-V functional and the def2-TZVPD basis", "gap_ha": [0.2263, 0.2114], "homo_ev": [-10.62, -10.85], "charge": 1, "multiplicity": 4, "species": ["Sb", "Mo", "Cl", "Cl", "S", "S", "S", "S", "O", "O", "N", "C", "C", "C", "C", "C", "C", "C", "C", "C", "C", "C", "C", "C", "C", "C", "C", "C", "C", "C", "C", "C", "C", "H", "H", "H", "H", "H", "H", "H", "H", "H", "H", "H", "H", "H", "H", "H", "H", "H", "H", "H", "H", "H", "H"], "positions_angstrom": [[-0.64922, -1.51112, -2.95723], [0.04679, -0.23815, 0.22844], [7.29022, 1.29024, -0.58879], [3.95173, -2.79411, -1.51776], [1.36852, -2.43876, -3.60324], [-0.03971, 0.68554, -2.06545], [0.87516, -1.36654, 2.47478], [-0.72570, -2.26199, -0.57567], [1.14121, 1.21059, 0.61089], [1.89450, -0.98972, -0.47775], [1.64901, -3.60893, 1.21081], [2.71407, -3.19937, 3.26307], [-2.20954, 1.53161, 4.43652], [2.31019, 1.65882, 0.49109], [0.12797, 2.28420, 3.85619], [-2.75053, 1.46654, -0.42674], [4.19420, -1.18232, -0.97273], [5.45483, -0.64669, -1.00305], [3.06783, -0.44660, -0.49276], [5.68675, 0.66292, -0.55264], [-0.99052, 1.29385, 3.53321], [-2.53610, 0.23757, 0.20995], [1.81380, -2.78612, 2.26617], [-1.91801, 0.15599, 1.47521], [2.28462, -4.78993, 1.07330], [-1.44692, 1.34107, 2.09281], [3.16059, -5.21601, 2.02617], [-1.57636, 2.53695, 1.39685], [-3.53274, 1.53473, -1.70066], [3.37492, -4.39689, 3.14304], [4.65513, 1.41817, -0.08770], [-2.23530, 2.60493, 0.17418], [3.34898, 0.88515, -0.03381], [-2.60793, 2.53717, 4.29158], [-1.91788, 1.42310, 5.48146], [-3.00233, 0.81310, 4.22487], [-1.22358, 3.45389, 1.85169], [-2.08452, -0.72429, 2.08611], [4.83541, 2.42941, 0.25507], [6.27780, -1.24206, -1.37424], [4.05078, -4.71447, 3.92582], [3.66395, -6.16477, 1.92045], [-3.26178, 0.71730, -2.36876], [-3.35770, 2.47750, -2.21501], [-4.60279, 1.45502, -1.49541], [0.98996, -3.31358, 0.48730], [-2.37629, 3.57000, -0.29651], [-0.62026, 0.28830, 3.73855], [2.85507, -2.55693, 4.11923], [0.96079, 2.17299, 3.16026], [0.49971, 2.10041, 4.86366], [-3.04809, -0.63347, -0.17379], [2.50317, 2.67990, 0.81860], [2.04498, -5.35513, 0.18536], [-0.22643, 3.31536, 3.82122]], "lowdin_spin": [0.13, 1.67, 0.00, 0.03, 0.81, 0.10, 0.02, -0.03, 0.01, 0.04, 0.00, 0.00, 0.00, 0.02, 0.00, 0.03, 0.00, 0.02, 0.02, 0.01, 0.00, 0.00, 0.00, 0.01, 0.00, 0.02, 0.00, 0.01, 0.01, 0.00, 0.00, 0.03, 0.02, 0.00, 0.00, 0.00, 0.00, 0.01, 0.00, 0.00, 0.00, 0.00, 0.00, 0.00, 0.00, 0.00, 0.00, 0.00, 0.00, 0.00, 0.00, 0.00, 0.00, 0.00, 0.00]}

---

What should be chosen as the least stable of them? Choose ii.

---

## i
{"formula": "C3H3NO2S", "method": "the ωB97M-V functional and the def2-TZVPD basis", "gap_ha": 0.3540, "homo_ev": -9.23, "smiles": "SC1=NC1.O=C=O", "species": ["S", "O", "O", "N", "C", "C", "C", "H", "H", "H"], "positions_angstrom": [[-1.05867, 0.54086, 1.13980], [-0.67990, 4.89598, -0.43891], [-1.69242, 3.90403, 1.34050], [1.29822, -0.93191, 0.43874], [-1.24642, 4.44094, 0.43879], [0.74080, -0.98497, -0.87824], [0.20833, -0.35507, 0.41267], [0.16159, -1.88147, -1.26798], [-0.77052, 0.45533, 2.36924], [1.45396, -0.75703, -1.71121]], "nbo_charge": [0.13, -0.51, -0.52, -0.37, 1.02, -0.30, 0.06, 0.16, 0.12, 0.20]}

---

## ii
{"formula": "C3H3NO2S", "method": "the ωB97M-V functional and the def2-TZVPD basis", "gap_ha": [0.2866, 0.2430], "homo_ev": [-8.70, -7.95], "species": ["S", "O", "O", "N", "C", "C", "C", "H", "H", "H"], "positions_angstrom": [[-1.73101, -2.05418, 0.81097], [-2.70273, -1.55182, 1.81979], [0.32307, -0.91977, -0.65265], [-0.39844, 0.61158, 0.86478], [0.57616, 1.29747, 0.19857], [-0.61640, -0.68314, 0.38237], [0.94967, 0.35925, -0.92338], [1.92254, 0.04930, -1.13877], [0.68085, 0.65682, -1.95187], [0.99628, 2.23449, 0.59018]], "nbo_charge": [0.99, -0.86, -0.49, -0.43, 0.08, 0.20, -0.16, 0.22, 0.21, 0.24]}

---

## iii
{"formula": "C3H3NO2S", "method": "the ωB97M-V functional and the def2-TZVPD basis", "gap_ha": 0.3001, "homo_ev": -7.92, "species": ["S", "O", "O", "N", "C", "C", "C", "H", "H", "H"], "positions_angstrom": [[-0.86841, -1.61684, -0.20919], [0.40574, 2.08373, -0.31092], [-1.93035, -0.45524, 0.39850], [1.79362, -0.98871, -0.16652], [-1.63181, 0.90585, 0.34850], [-0.49269, 1.41578, 0.00856], [0.51037, -0.89251, 0.07284], [2.22765, -1.75287, -0.66568], [-2.44945, 1.65173, 0.44198], [2.43533, -0.35092, 0.08193]], "nbo_charge": [0.74, -0.50, -0.67, -0.72, -0.22, 0.61, -0.23, 0.37, 0.25, 0.38]}

---

What should be chosen as the least stable of them? Choose iii.

---

## i
{"formula": "C4H11NO3", "method": "the ωB97M-V functional and the def2-TZVPD basis", "gap_ha": 0.3055, "homo_ev": -8.18, "smiles": "c1cc[nH]c1.O.O.O", "species": ["O", "O", "O", "N", "C", "C", "C", "C", "H", "H", "H", "H", "H", "H", "H", "H", "H", "H", "H"], "positions_angstrom": [[1.37987, 0.84480, 2.20807], [-0.33726, 3.45546, 1.06504], [2.44886, 0.25650, -0.40035], [-1.40328, -0.23489, -1.08477], [-0.79769, -2.36610, -1.34960], [-1.39560, -1.30920, -1.96044], [-0.39702, -1.92119, -0.05965], [-0.75313, -0.60059, 0.07532], [-1.76754, -1.07286, -2.94416], [-0.78449, -3.40873, -1.61539], [3.27099, 0.16423, 0.01019], [0.12148, 2.98670, 1.75435], [-0.65479, 0.04399, 0.92555], [0.10557, -2.55386, 0.65436], [-1.37201, 0.71474, -1.42643], [0.79353, 0.54866, 2.92398], [1.71151, 0.61313, 0.14591], [-1.25507, 3.22772, 1.20116], [2.23757, 0.81195, 2.63246]], "nbo_charge": [-0.95, -0.94, -0.97, -0.52, -0.30, -0.07, -0.28, -0.09, 0.21, 0.22, 0.47, 0.47, 0.20, 0.22, 0.41, 0.48, 0.50, 0.46, 0.48]}

---

## ii
{"formula": "C4H11NO3", "method": "the ωB97M-V functional and the def2-TZVPD basis", "gap_ha": 0.3820, "homo_ev": -9.69, "smiles": "C[C@H](O)C[NH2+][C@H]([O-])O", "species": ["O", "O", "O", "N", "C", "C", "C", "C", "H", "H", "H", "H", "H", "H", "H", "H", "H", "H", "H"], "positions_angstrom": [[-1.71610, -1.57023, 0.47221], [1.02186, -1.54946, -0.20572], [-2.53867, 0.28915, 1.52102], [-1.15482, 0.85811, -0.19396], [-2.34593, -0.33542, 0.41362], [1.13503, -0.16943, 0.09146], [2.58797, 0.21719, -0.15069], [0.18992, 0.68049, -0.77358], [0.08101, -1.78101, -0.17921], [-1.69717, 1.49645, -0.77058], [2.83156, 0.11569, -1.20879], [-1.38445, 1.15349, 0.90597], [-3.10436, -0.36500, -0.37837], [0.62560, 1.67470, -0.91985], [2.77807, 1.24345, 0.16194], [0.09846, 0.20627, -1.75489], [0.88464, 0.01538, 1.14844], [-1.53176, -1.72897, 1.41151], [3.23916, -0.45085, 0.40945]], "nbo_charge": [-0.75, -0.73, -0.81, -0.72, 0.60, 0.09, -0.62, -0.25, 0.49, 0.39, 0.21, 0.47, 0.13, 0.20, 0.21, 0.21, 0.16, 0.50, 0.23]}

---

What should be chosen as the least stable of them? Choose ii.

---

## i
{"formula": "C4H11NO3", "method": "the ωB97M-V functional and the def2-TZVPD basis", "gap_ha": 0.3653, "homo_ev": -9.27, "smiles": "CN[C@H](C)C(=O)O.O", "species": ["O", "O", "O", "N", "C", "C", "C", "C", "H", "H", "H", "H", "H", "H", "H", "H", "H", "H", "H"], "positions_angstrom": [[-2.05284, -1.38157, 0.59853], [0.86791, 3.85172, -1.63810], [-0.66865, -2.64604, 1.82222], [-0.05526, 0.71174, 0.53764], [-0.87523, 0.90821, -0.64532], [0.28559, -0.70564, 0.91021], [1.22667, -1.36765, -0.10403], [-0.95583, -1.59207, 1.03263], [-0.80804, 1.95020, -0.92996], [-1.42413, -3.23191, 1.85894], [0.70355, -0.57477, 1.90013], [-1.87989, 0.63078, -0.34401], [0.88975, 1.05202, 0.39537], [0.93984, -2.41978, -0.21600], [1.20155, -0.97525, -1.12030], [0.48701, 3.04303, -1.98387], [2.27948, -1.44101, 0.17324], [0.55420, 3.93551, -0.73599], [-0.71569, 0.25249, -1.51132]], "nbo_charge": [-0.59, -0.94, -0.69, -0.60, -0.43, -0.16, -0.64, 0.80, 0.18, 0.50, 0.23, 0.23, 0.35, 0.22, 0.22, 0.47, 0.22, 0.47, 0.17]}

---

## ii
{"formula": "C4H11NO3", "method": "the ωB97M-V functional and the def2-TZVPD basis", "gap_ha": 0.3718, "homo_ev": -9.52, "smiles": "C[C@@H](C=O)NCO.O", "species": ["O", "O", "O", "N", "C", "C", "C", "C", "H", "H", "H", "H", "H", "H", "H", "H", "H", "H", "H"], "positions_angstrom": [[-1.76829, -1.82282, 0.82037], [3.44388, 0.33183, 0.52289], [-2.62610, -0.10377, -1.26865], [0.00492, -0.13645, 1.03438], [0.66506, 1.56985, -0.79941], [2.33568, 0.82193, 0.64856], [-0.42170, -1.61804, 0.66046], [1.05592, 0.31330, 0.11849], [-2.18930, -0.52519, -0.54176], [0.03512, -2.32739, 1.33697], [-0.21342, -1.71922, -0.49127], [-2.43039, -0.61288, -2.08476], [-0.78484, 0.41826, 0.91215], [-0.42431, 1.51804, -1.10471], [0.90350, 2.48576, -0.21698], [1.19214, 1.78360, -1.75732], [2.14979, 1.63205, 1.23716], [1.41438, -0.61164, -0.58346], [-2.34206, -1.39723, 1.55689]], "nbo_charge": [-0.76, -0.51, -0.96, -0.64, -0.66, 0.44, 0.12, -0.15, 0.47, 0.18, 0.16, 0.47, 0.36, 0.24, 0.21, 0.24, 0.10, 0.19, 0.51]}

---

What should be chosen as the least stable of them? Choose ii.